1:
C2H2FP in the gas phase, computed with wB97M-V/def2-TZVPD.

Kohn-Sham gap (alpha / beta) = 0.24185 / 0.26009 Eh
lowest unoccupied orbital energy (alpha / beta) = -1.67 / -1.97 eV
HOMO energy (alpha / beta) = -8.26 / -9.04 eV

ORCA input file:
```
! RIJCOSX wB97M-V def2-TZVPD def2/J DEFGRID3
* xyz 0 1
C 0.90162 0.90337 -0.69460
C 0.48925 -1.68657 0.48119
F 1.33444 1.81600 0.13936
P -0.25570 -0.16796 0.11550
H -0.91159 -0.83739 -0.92937
H -1.55802 -0.02745 0.88792
*
```

Which charges does natural (NBO) predict for the atoms? In e, they are: C -0.06; C -0.16; F -0.34; P 0.54; H 0.07; H -0.04

2:
C2H2FP in the gas phase, computed with wB97M-V/def2-TZVPD.

Kohn-Sham gap = 0.33342 Eh
lowest unoccupied orbital energy = -0.74 eV
HOMO energy = -9.82 eV
SMILES = F[C@H]1C=P1

ORCA input file:
```
! RIJCOSX wB97M-V def2-TZVPD def2/J DEFGRID3
* xyz 0 1
C 0.42839 -0.49878 -0.56439
C -0.22954 0.35482 0.32411
F -1.41385 1.21472 -0.16907
P 1.75333 0.32775 0.00959
H 0.07918 -1.45304 -0.88798
H -0.61750 0.05453 1.28774
*
```

Which charges does natural (NBO) predict for the atoms? In e, they are: C -0.61; C 0.00; F -0.42; P 0.62; H 0.23; H 0.19

Quick one: most stable of them? 2

1:
A molecular structure, C14H20N2O4, computed with wB97M-V/def2-TZVPD.

Kohn-Sham gap = 0.32026 Eh
lowest unoccupied orbital energy = 0.57 eV
HOMO energy = -8.15 eV

ORCA input file:
```
! RIJCOSX wB97M-V def2-TZVPD def2/J DEFGRID3
* xyz 0 1
C 1.39346 0.51669 -0.33980
C 0.13185 -0.02123 -0.97806
C 2.64856 -0.31547 -0.56456
C 2.53718 -1.68946 0.34864
C 3.01049 -1.70394 1.68186
C 1.81032 -2.81560 -0.06571
C 3.09043 -2.76314 2.46696
C 1.69142 -3.90180 0.82971
C 2.23452 -3.92644 2.19927
C -1.40507 1.86281 -0.46013
C -2.03187 1.82006 0.96552
C -2.58450 2.61025 -1.27704
C -3.79749 1.84364 -1.27720
C -2.07468 2.89836 -2.62060
H 0.83948 0.03833 1.67713
H 1.63643 1.41327 1.56109
H 1.47046 1.50578 -0.76431
H 3.54289 0.19186 0.11752
H 3.06879 -0.40393 -1.62745
H 3.54267 -0.80777 2.14734
H 1.41191 -2.78473 -1.03518
H 3.87001 -2.75912 3.27961
H 0.96800 -4.66641 0.45727
H 2.03479 -5.84232 2.62717
H -1.78704 -0.15216 -1.33875
H -0.63186 2.56383 -0.36631
H -2.59454 3.63153 -0.79146
H -3.61184 0.88577 -1.84259
H -4.28097 1.56653 -0.36807
H -4.41409 2.48254 -1.84888
H -2.49461 2.05953 -3.46672
H -0.72406 2.92765 -2.69460
H -2.50288 4.01328 -3.06227
H -3.27135 0.81256 2.00644
N 0.94049 0.89402 1.00047
N -1.06507 0.65806 -1.05556
O 0.09249 -1.18845 -1.48082
O 2.14695 -4.84310 3.15801
O -2.26866 2.80547 1.54875
O -2.57302 0.58325 1.25330
*
```

Which charges does natural (NBO) predict for the atoms? In e, they are: C -0.16; C 0.70; C -0.41; C -0.05; C -0.22; C -0.18; C -0.28; C -0.32; C 0.32; C -0.13; C 0.81; C -0.27; C -0.61; C -0.60; H 0.38; H 0.37; H 0.21; H 0.21; H 0.25; H 0.20; H 0.25; H 0.22; H 0.21; H 0.48; H 0.44; H 0.23; H 0.23; H 0.20; H 0.22; H 0.22; H 0.22; H 0.22; H 0.23; H 0.49; N -0.84; N -0.63; O -0.66; O -0.65; O -0.59; O -0.71

2:
C14H20N2O4 in the gas phase, computed with wB97M-V/def2-TZVPD.

Kohn-Sham gap = 0.34031 Eh
lowest unoccupied orbital energy = 0.25 eV
HOMO energy = -9.01 eV
SMILES = CC(C)[C@H](NC(=O)[C@@H](N)Cc1ccc(O)cc1)C(=O)O

ORCA input file:
```
! RIJCOSX wB97M-V def2-TZVPD def2/J DEFGRID3
* xyz 0 1
C -0.88891 -0.02409 -0.24408
C -1.10141 1.40456 -0.35452
C -1.37389 -0.71531 -1.55319
C -1.15384 -2.21090 -1.65157
C 0.08787 -2.71727 -1.82737
C -2.31710 -3.18820 -1.69096
C 0.31439 -4.13173 -1.74722
C -2.13275 -4.52085 -1.35084
C -0.67662 -4.93143 -1.38692
C 0.79192 1.93015 1.16792
C 0.05117 1.88167 2.56982
C 1.95895 3.07319 0.84720
C 3.02967 2.84779 1.91237
C 1.47964 4.54233 0.34748
H -2.27289 -0.85609 1.20771
H -1.06089 -1.92315 0.80301
H 0.23836 -0.12005 -0.38383
H -2.41469 -0.46026 -1.68282
H -0.80179 -0.19689 -2.27718
H 0.92652 -2.07005 -2.20431
H -3.41995 -2.80809 -1.74378
H 1.24551 -4.44823 -2.42671
H -3.18336 -5.09823 -1.13406
H 0.72507 -6.44216 -1.25776
H -0.71715 3.18682 0.48376
H 1.46422 0.92155 0.90914
H 2.39671 2.57497 -0.14886
H 2.62339 2.76673 3.02783
H 3.53363 1.91359 1.55056
H 3.78429 3.89786 2.09108
H 1.08237 4.64260 -0.88457
H 0.54008 5.10063 1.10913
H 2.43391 5.36077 0.45643
H -0.65644 0.10260 2.03427
N -1.26558 -0.94263 0.92098
N -0.30005 2.27767 0.28785
O -2.04823 1.90575 -0.88764
O -0.21039 -6.24834 -0.83134
O 0.00067 2.93210 3.26809
O -0.71240 0.79063 2.67493
*
```

Which charges does natural (NBO) predict for the atoms? In e, they are: C -0.13; C 0.64; C -0.41; C -0.05; C -0.21; C -0.19; C -0.31; C -0.27; C 0.30; C -0.15; C 0.78; C -0.23; C -0.64; C -0.67; H 0.39; H 0.40; H 0.20; H 0.23; H 0.21; H 0.22; H 0.23; H 0.23; H 0.27; H 0.48; H 0.43; H 0.23; H 0.20; H 0.24; H 0.22; H 0.22; H 0.24; H 0.23; H 0.24; H 0.51; N -0.87; N -0.61; O -0.59; O -0.71; O -0.60; O -0.70

Quick one: most stable of them? 1

1:
2 unconnected molecules or ions with the total composition C7H8O3, computed with wB97M-V/def2-TZVPD.

Kohn-Sham gap = 0.40354 Eh
lowest unoccupied orbital energy = 0.70 eV
HOMO energy = -10.28 eV
SMILES = C#C[C@@H]1OC(=O)[C@@H]2C[C@H]12.O

ORCA input file:
```
! RIJCOSX wB97M-V def2-TZVPD def2/J DEFGRID3
* xyz 0 1
O 2.91335 0.74045 -0.49933
C 1.99347 1.36832 -0.04589
O 0.79937 0.74916 0.28988
C -0.28337 1.69746 0.34467
C -1.14178 1.41251 1.49923
C -1.89435 1.20833 2.42352
C 0.37036 3.07445 0.36958
C 1.37404 3.30637 1.44381
C 1.82686 2.84055 0.07462
H -0.87221 1.58109 -0.57672
H -2.64816 1.05423 3.17620
H -0.17834 3.90291 -0.07382
H 1.60838 4.34167 1.68785
H 1.43170 2.60624 2.28037
H 2.43262 3.48331 -0.56084
O 3.50779 0.29470 2.40067
H 2.55227 0.12732 2.61399
H 3.77919 0.97673 3.02082
*
```

Which charges does natural (NBO) predict for the atoms? In e, they are: O -0.52; C 0.79; O -0.50; C 0.02; C -0.02; C -0.21; C -0.23; C -0.39; C -0.35; H 0.22; H 0.25; H 0.24; H 0.23; H 0.22; H 0.25; O -0.93; H 0.47; H 0.46

2:
A molecular structure, C7H8O3, computed with wB97M-V/def2-TZVPD.

Kohn-Sham gap = 0.37765 Eh
lowest unoccupied orbital energy = -0.18 eV
HOMO energy = -10.46 eV

ORCA input file:
```
! RIJCOSX wB97M-V def2-TZVPD def2/J DEFGRID3
* xyz 0 1
C -3.65771 0.81927 0.05655
C -3.39100 -1.14338 -0.07155
C 0.01619 -0.77786 -0.53465
C -2.39961 -0.01899 0.05592
C -1.08157 0.20904 -0.15503
C -0.55582 1.57636 -0.00064
C 1.07420 -1.14385 0.47747
O -3.95543 1.96464 0.02552
O -3.36269 -2.34034 -0.11958
O -4.45976 -0.30234 -0.02804
H -0.57128 -1.66959 -0.96733
H 0.46376 -0.36693 -1.37844
H 0.07287 1.75419 -0.82584
H -0.05601 1.69365 0.90668
H -1.34204 2.36572 0.19216
H 0.75219 -1.69698 1.31618
H 1.82550 -0.25968 0.80302
H 1.80792 -1.87611 0.08679
*
```

Which charges does natural (NBO) predict for the atoms? In e, they are: C 0.78; C 0.77; C -0.46; C -0.33; C 0.21; C -0.67; C -0.61; O -0.51; O -0.52; O -0.48; H 0.23; H 0.22; H 0.22; H 0.24; H 0.25; H 0.22; H 0.21; H 0.23

Quick one: most stable of them? 2

1:
C3H7NO3S in the gas phase, computed with wB97M-V/def2-TZVPD.

Kohn-Sham gap = 0.36975 Eh
lowest unoccupied orbital energy = 0.41 eV
HOMO energy = -9.65 eV
SMILES = COCN(S)C(=O)O

ORCA input file:
```
! RIJCOSX wB97M-V def2-TZVPD def2/J DEFGRID3
* xyz 0 1
C 1.70766 -0.41220 0.53414
O 1.01758 -0.71302 -0.69888
C 0.35015 0.43696 -1.24636
N -1.08670 0.57008 -0.83793
S -1.40157 1.99249 0.11034
C -1.62171 -0.65722 -0.23243
O -1.77452 -1.68789 -0.93447
O -2.02049 -0.66810 1.13457
H 1.03772 -0.00699 1.36899
H 2.11578 -1.42062 0.92411
H 2.63309 0.25685 0.40399
H 0.91123 1.42916 -1.06344
H 0.34697 0.28814 -2.39264
H -0.73265 1.93851 1.33049
H -1.48254 -1.34614 1.59952
*
```

Which charges does natural (NBO) predict for the atoms? In e, they are: C -0.28; O -0.53; C 0.08; N -0.62; S 0.17; C 0.89; O -0.54; O -0.73; H 0.17; H 0.21; H 0.19; H 0.20; H 0.20; H 0.10; H 0.51

2:
C3H7NO3S in the gas phase, computed with wB97M-V/def2-TZVPD.

Kohn-Sham gap = 0.34522 Eh
lowest unoccupied orbital energy = 0.43 eV
HOMO energy = -8.97 eV
SMILES = O=S(=O)(O)C1CNC1

ORCA input file:
```
! RIJCOSX wB97M-V def2-TZVPD def2/J DEFGRID3
* xyz 0 1
C -1.08393 0.64760 0.65825
C -0.92755 -1.16779 -0.51205
C -0.09402 0.36985 -0.54310
N -1.63675 -0.73804 0.61911
O 2.39371 1.36521 -0.22705
O 1.33270 -0.18118 1.43711
O 2.17092 -1.04916 -0.71394
S 1.59497 -0.00442 0.03863
H -0.67262 0.78755 1.68782
H -1.93163 1.37623 0.54095
H -1.42814 -1.38447 -1.47090
H -0.15836 -1.84031 -0.09035
H -0.19456 1.02180 -1.44271
H 3.32325 1.38433 -0.53559
H -2.68798 -0.58721 0.55383
*
```

Which charges does natural (NBO) predict for the atoms? In e, they are: C -0.23; C -0.17; C -0.53; N -0.64; O -0.92; O -0.93; O -0.93; S 2.37; H 0.23; H 0.19; H 0.21; H 0.21; H 0.25; H 0.53; H 0.36

Quick one: most stable of them? 1

1:
2 unconnected molecules or ions with the total composition C4H11NOP, computed with wB97M-V/def2-TZVPD.

Kohn-Sham gap (alpha / beta) = 0.30422 / 0.29600 Eh
lowest unoccupied orbital energy (alpha / beta) = -4.41 / -4.15 eV
HOMO energy (alpha / beta) = -12.69 / -12.20 eV

ORCA input file:
```
! RIJCOSX wB97M-V def2-TZVPD def2/J DEFGRID3
* xyz 1 1
C -1.81185 1.14556 0.36749
C -1.77067 -0.09464 -0.41761
C -0.25872 0.90457 0.61820
C 0.58008 -1.02328 -0.63307
N -0.45510 -0.49457 0.19576
O 0.82905 -2.29733 -0.29002
P 3.32049 0.51897 -0.24488
H -2.01629 2.10004 -0.08689
H -2.39916 1.03496 1.28387
H -2.64926 -0.92658 -0.37459
H -1.62227 -0.10491 -1.46280
H 0.17570 1.31243 -0.21269
H 0.36961 1.02328 1.47430
H 0.52087 -0.81903 -1.74610
H -0.60800 -1.30154 0.92320
H 1.42784 -2.93003 -0.85708
H 3.28769 0.18482 1.08699
H 3.08000 1.76727 0.37593
*
```

Which charges does natural (NBO) predict for the atoms? In e, they are: C -0.43; C -0.21; C -0.18; C 0.27; N -0.43; O -0.70; P 0.12; H 0.25; H 0.24; H 0.25; H 0.23; H 0.21; H 0.25; H 0.20; H 0.47; H 0.55; H -0.05; H -0.04

2:
A gas-phase ion, C4H11NOP (charge +1), computed with wB97M-V/def2-TZVPD.

Kohn-Sham gap = 0.38530 Eh
lowest unoccupied orbital energy = -3.94 eV
HOMO energy = -14.43 eV

ORCA input file:
```
! RIJCOSX wB97M-V def2-TZVPD def2/J DEFGRID3
* xyz 1 1
C 1.13126 1.38802 0.53655
C -0.55219 -0.89052 1.22838
C -1.42539 0.57208 -1.32095
C 1.02949 -0.78049 -1.35375
N 1.18746 1.64452 1.89683
O 2.11527 1.66925 -0.30745
P -0.06263 0.16252 -0.23580
H 0.31282 -1.36974 1.52249
H -0.98687 -1.77280 0.72060
H -1.21919 -0.37961 1.88408
H -2.25836 0.99137 -0.80894
H -1.95869 -0.45517 -1.47475
H -1.12018 1.09204 -2.22658
H 0.45606 -1.64534 -1.73411
H 2.04153 -1.02096 -0.85987
H 1.52997 -0.16080 -2.03695
H 2.02043 2.32420 2.10851
H 0.41147 1.73280 2.51078
*
```

Which charges does natural (NBO) predict for the atoms? In e, they are: C 0.38; C -0.91; C -0.97; C -0.97; N -0.79; O -0.57; P 1.41; H 0.27; H 0.26; H 0.27; H 0.28; H 0.29; H 0.30; H 0.27; H 0.30; H 0.30; H 0.45; H 0.42

Quick one: most stable of them? 2